(1)
20
Properties=species:S:1:pos:R:3:forces:R:3:nbo_charge:R:1 method="wB97M-V/def2-TZVPD" e_lumo_ev="0.823 / -3.034" e_above_lowest_kcal_mol=32.6 spin_multiplicity=3 fmax_ha_per_bohr=0.1556 s_squared=2.02
C -1.5659 0.2081 1.3024 -5.06 4.38 -2.41 -0.253
C -2.3230 0.7359 0.1728 -2.20 1.92 7.45 -0.216
C -0.7065 -0.7980 0.9944 2.87 -3.83 -0.30 -0.219
C -1.8918 0.5454 -1.0970 -0.19 0.60 -3.01 -0.173
C -0.8285 -1.5736 -0.3485 -2.32 1.80 1.62 -0.443
C -0.7544 -0.3116 -1.2117 4.93 0.20 -2.94 -0.546
C 3.1762 0.1846 0.3326 3.04 1.31 0.41 -0.442
N 1.9760 -0.4014 -0.0941 -2.52 0.71 -1.54 -0.940
O 0.7048 2.0139 -0.3914 -0.11 0.09 0.18 -1.037
P 0.7396 0.5448 -0.3841 0.40 -0.65 -0.84 2.018
H -1.5317 0.6461 2.3236 -0.71 -0.41 -0.92 0.238
H -3.2467 1.4547 0.3755 2.31 -1.45 -0.38 0.226
H 0.0103 -0.9016 1.7889 0.55 -1.29 -0.26 0.234
H -2.1971 1.2650 -1.8757 0.20 -0.85 0.29 0.232
H -0.1565 -2.3540 -0.5820 0.97 -0.44 0.07 0.254
H -1.8763 -1.8799 -0.5640 0.62 -0.44 0.75 0.230
H -0.3134 -0.4307 -2.2619 -1.22 -0.18 0.99 0.255
H 3.1921 1.1231 0.9065 -0.89 0.19 -0.28 0.192
H 3.5720 -0.4913 1.0510 1.00 -0.79 0.46 0.192
H 4.0209 0.4205 -0.4374 -1.68 -0.87 0.66 0.198

(2)
8
Properties=species:S:1:pos:R:3:forces:R:3:nbo_charge:R:1 method="wB97M-V/def2-TZVPD" e_lumo_ev="-1.961 / -1.934" fmax_ha_per_bohr=0.1027
O -0.6568 -1.2270 0.1882 0.03 -0.94 -1.60 -0.527
C -2.0117 -1.0316 -0.0401 -1.85 -0.40 0.95 -0.153
H -2.6960 -1.6988 0.4778 0.32 -0.14 -0.67 0.224
C -2.4198 0.1200 -0.5730 3.45 3.61 1.73 0.548
O -2.0946 1.2921 -0.6167 -2.87 -2.80 -1.42 -0.404
C 0.0239 -0.0614 -0.0652 -0.49 2.48 2.17 0.371
O 0.9515 -0.2185 -0.8724 1.68 -1.86 -1.31 -0.814
Bi 2.6016 1.0799 -1.2707 -0.27 0.06 0.15 0.755